55
Properties=species:S:1:pos:R:3:forces:R:3 method="wB97M-V/def2-TZVPD" e_tot_ha=-2008.58776 orbital_gap_ev=6.27
C 2.5618 -2.9761 0.4998 -0.6 -0.9 -0.3
C 1.9720 -2.0968 -0.7522 0.1 -1.2 -0.8
C 2.0560 -3.0970 -2.0895 -0.1 -0.5 0.5
C 2.8180 -0.7387 -1.1091 -1.1 0.1 0.2
C 3.0646 0.2763 0.1612 1.9 -1.7 -0.5
O 2.5352 1.6167 -0.1328 -3.2 -0.3 4.0
C 1.6201 2.1023 0.9113 2.6 7.0 0.8
O 1.8008 3.3827 1.3200 -1.9 -8.9 -2.4
C 0.3754 1.2780 1.5881 -1.9 -1.9 0.6
C -0.8538 0.7749 0.5719 -0.1 -1.5 4.2
C -0.8335 1.1380 -1.0468 0.5 1.0 -0.3
O -1.2652 0.0310 -1.9142 -0.9 2.2 0.6
C -2.3279 0.4379 -2.8520 -1.0 -0.1 -0.4
O -3.0709 -0.8210 -3.1895 1.0 1.4 2.6
C -3.5237 -1.4133 -1.8940 -1.6 -0.2 -0.6
C -4.8445 -2.4176 -2.0909 1.7 0.6 0.4
O -5.1045 -2.9787 -0.7309 1.4 0.6 -0.8
C -2.0578 -0.0918 1.3150 3.3 1.7 1.2
N -2.0262 -0.3885 2.8249 3.3 2.2 -1.2
C -0.9406 0.0859 3.7658 1.6 1.4 -3.2
C 0.3579 0.9590 3.2102 -4.6 -1.6 -2.9
P 1.6886 1.4978 4.4711 5.3 -0.4 1.9
O 3.0403 0.6223 4.3879 -6.2 3.6 0.0
O 2.0816 3.2256 4.3428 -2.7 -3.4 1.2
O 0.9496 1.3360 6.0787 -0.7 1.0 -3.8
H 2.6793 -2.3898 1.5073 0.0 -1.0 -2.0
H 1.7769 -3.8503 0.7110 1.7 1.9 -0.4
H 3.5571 -3.5450 0.1710 -2.0 1.5 0.9
H 0.8115 -1.9188 -0.5849 2.4 0.1 -0.2
H 1.6083 -4.1751 -1.8417 0.9 2.4 -0.4
H 3.1882 -3.2854 -2.3668 -2.3 0.6 0.4
H 1.4369 -2.6908 -2.9997 1.4 -0.6 1.8
H 3.8542 -1.0706 -1.5509 -2.1 0.8 0.8
H 2.1660 -0.1373 -1.9064 1.7 -1.3 1.5
H 4.2479 0.4028 0.2552 -2.7 0.0 0.0
H 2.7132 -0.1876 1.1763 0.3 1.1 -1.9
H 0.2498 1.4558 -1.4319 -2.2 -0.6 1.4
H -1.4947 2.1205 -1.1730 1.4 -2.1 0.3
H -3.0816 1.1936 -2.3457 1.5 -1.5 -0.7
H -1.9210 0.9902 -3.8186 -0.7 -1.7 1.9
H -3.9037 -0.5127 -1.2484 0.8 -1.7 -0.8
H -2.7057 -2.0782 -1.3772 -1.3 1.5 -1.0
H -5.7847 -1.8020 -2.4184 1.9 -1.5 0.6
H -4.5216 -3.2613 -2.8363 -1.0 1.6 1.3
H -4.2380 -3.1329 -0.2406 -1.5 0.2 -1.4
H -2.9635 -0.5343 0.7202 1.9 0.9 1.4
H -2.8046 -0.9622 3.2444 1.2 0.9 -0.8
H -0.9390 -0.1785 4.9290 -0.4 0.4 -3.0
H 1.3929 3.7513 4.8682 1.3 -0.9 -1.0
H 0.0260 1.7499 6.0622 1.7 -0.6 0.1
B 0.9153 4.4608 -2.6302 0.8 0.9 -0.5
F 1.5205 5.4199 -1.7207 -0.9 -1.3 -1.0
F -0.2580 3.8731 -2.0043 0.7 0.2 -0.3
F 0.5233 5.1362 -3.8564 0.3 -1.0 1.5
F 1.8753 3.4137 -2.9393 -1.2 0.8 0.5

62
Properties=species:S:1:pos:R:3:forces:R:3 method="wB97M-V/def2-TZVPD" e_tot_ha=-2684.78478 multiplicity=2 orbital_gap_ev="7.19 / 7.19" total_charge=-2 de_lowest_ev=1.7377
Ba 0.4765 -0.3052 -0.4476 -0.5 0.2 3.9
O 1.3534 -2.1871 -1.8189 0.7 -0.2 -1.8
C 2.4122 -1.6097 -2.6427 -0.6 0.5 0.1
C 2.0934 -0.1743 -3.2269 0.0 -0.2 0.7
N 1.8442 0.8911 -2.2065 0.2 0.2 -1.2
C 0.8373 1.9306 -2.6249 -0.2 -1.1 -0.1
C -0.5380 1.2845 -3.1193 0.0 -0.8 1.4
O -0.9795 1.4990 -4.2090 0.1 0.2 -0.1
O -1.1265 0.5001 -2.1547 0.2 0.9 -1.5
C 3.0798 1.3890 -1.5531 -0.2 -0.6 -0.1
C 3.7410 0.4098 -0.4674 -0.3 0.4 -0.5
O 4.9508 0.5819 -0.3012 0.0 0.0 0.0
O 2.9587 -0.3694 0.1503 0.8 0.2 -0.3
H 0.5375 -2.2348 -2.3689 0.4 -0.5 0.1
H 3.3002 -1.5776 -2.0178 -0.1 0.0 0.1
H 2.5994 -2.2960 -3.4711 0.0 0.2 -0.2
H 2.9325 0.1268 -3.8696 0.1 -0.1 0.0
H 1.2116 -0.2719 -3.8616 -0.1 0.1 0.0
H 0.5796 2.5774 -1.7669 0.3 -0.2 -0.2
H 1.2046 2.5320 -3.4609 -0.1 0.1 0.0
H 3.8461 1.6181 -2.3025 0.0 0.1 0.0
H 2.8417 2.3065 -1.0101 0.0 0.0 0.0
N -2.2567 1.3856 1.2263 -0.2 -0.1 -0.1
N -3.1524 1.4916 0.1395 0.1 -0.1 0.1
C -3.0398 2.4472 -0.7797 0.1 0.3 -0.1
N -3.7553 2.2558 -1.9230 0.0 0.1 0.1
S -2.0802 3.8344 -0.5864 -0.1 -0.2 0.0
H -2.7867 1.4330 2.0898 0.1 0.1 0.1
H -1.6423 2.1969 1.1922 0.0 0.0 0.0
H -3.4821 0.5830 -0.1726 0.0 0.0 0.0
H -3.9714 1.3038 -2.1887 0.0 -0.1 0.0
H -3.4131 2.8170 -2.6857 -0.1 0.0 0.0
N 2.6679 2.1735 2.2649 0.1 -0.1 0.0
C 1.3608 1.7969 2.4602 -0.1 0.1 0.1
O 0.7476 1.2334 1.5338 0.1 0.4 0.6
C 0.7636 2.1131 3.7268 0.2 0.0 -0.1
C 1.5323 2.7599 4.7165 0.0 -0.1 0.1
N 2.2144 3.2749 5.4990 0.0 0.0 0.0
C -0.5591 1.7342 4.0276 0.0 0.1 0.0
N -1.6417 1.4461 4.3168 0.0 -0.1 0.0
H 3.2065 2.4070 3.0843 0.0 0.0 0.0
H 3.1584 1.6064 1.5881 0.0 0.0 0.0
C -0.3508 -2.6691 4.1218 0.0 0.0 0.1
C -0.5887 -2.3901 2.6329 0.0 0.2 -0.1
C -1.6492 -3.3208 2.0550 0.0 -0.1 0.0
C 0.6848 -2.4674 1.8669 0.2 -0.3 0.1
H -1.2815 -2.5625 4.6847 0.0 0.0 0.0
H 0.3755 -1.9739 4.5472 0.0 0.0 0.0
H 0.0262 -3.6851 4.2727 0.0 0.0 0.0
H -0.9631 -1.3561 2.5673 0.0 0.0 0.0
H -1.3314 -4.3649 2.1523 0.0 0.0 0.0
H -1.8251 -3.1136 0.9999 0.0 0.0 0.0
H -2.5963 -3.2069 2.5878 0.0 0.0 0.0
H 0.8145 -3.2081 1.0841 -0.1 0.1 0.0
H 1.5777 -1.9488 2.1985 -0.1 0.1 0.0
F -1.7230 -1.2274 -0.3878 -1.0 0.3 -0.8
Sb -2.3372 -1.3224 -2.4322 0.4 -0.1 0.9
F -3.8668 -0.9861 -1.3122 -0.4 0.2 -0.1
F -3.2472 -0.0806 -3.5539 0.0 0.0 -0.3
F -3.4491 -2.6224 -3.2540 0.0 0.0 -0.2
F -0.8962 -1.4774 -3.7338 -0.2 0.0 -0.1
F -1.4004 -2.9307 -1.8754 0.1 -0.3 -0.3